{
  "formula": "C40H60F2N2O3Si",
  "method": "ωB97M-V with the def2-TZVPD basis set",
  "e_homo_ev": -8.8,
  "energy_ha": -2384.58359,
  "largest_force_ha_per_bohr": 0.04768,
  "de_lowest_kcal_mol": 23.1,
  "gap_ev": 9.5,
  "smiles": "CCN(CCN(CCC(C)C)C(=O)OCCCCCCCC[Si](C)(C)c1ccccc1)C(C)=O.Fc1ccccc1.Fc1ccccc1",
  "spin_multiplicity": 1,
  "symbols": ["N", "H", "H", "H", "C", "H", "H", "H", "H", "H", "H", "H", "C", "H", "H", "H", "H", "C", "H", "C", "H", "H", "C", "C", "H", "H", "H", "C", "C", "C", "H", "C", "C", "H", "O", "H", "H", "C", "F", "C", "H", "C", "H", "C", "C", "C", "H", "C", "C", "H", "C", "C", "H", "C", "H", "C", "C", "H", "H", "F", "H", "C", "H", "H", "C", "H", "H", "H", "H", "H", "H", "C", "H", "C", "C", "H", "H", "H", "C", "O", "H", "Si", "N", "H", "C", "C", "H", "C", "C", "C", "H", "H", "H", "H", "H", "H", "C", "C", "H", "C", "H", "C", "H", "H", "O", "H", "C", "H"],
  "positions_angstrom": [[4.1703, -0.5427, 0.3716], [-6.4739, -4.6761, 0.4352], [1.1097, 1.3798, -1.3493], [-3.3039, 0.8249, 2.0485], [-1.9346, -5.3609, 3.1894], [-2.1544, 6.4370, 4.1543], [2.5913, -2.8160, 4.6731], [-4.4996, -0.3420, -0.4028], [4.6604, -0.5809, 2.4128], [-2.8281, -0.7229, -0.0912], [2.6236, -0.6325, 3.3859], [2.5678, -0.3920, -0.9860], [2.4630, -3.3710, -2.8031], [-1.3578, -7.4135, 2.9653], [0.6660, -2.5174, -0.3535], [-2.6729, -3.3494, 3.1175], [2.7302, -1.9671, -0.1810], [-3.7567, -0.4241, 0.3862], [3.4479, 2.0018, -3.8659], [-3.6144, 6.8348, 2.6343], [5.7387, 2.9592, -3.8186], [-0.3768, 5.8177, 2.5298], [-3.5420, -5.7999, 0.9719], [-1.1188, 1.4431, 0.6843], [0.0149, -2.7803, 3.1116], [-2.8187, -7.8053, 1.0181], [-0.7770, -1.4879, -0.3888], [2.5124, -0.7060, 2.3094], [-3.8717, 6.8684, 1.2709], [-2.7053, -4.3294, 2.6652], [-4.3911, 7.0984, 3.3392], [-6.3712, -3.6476, 0.7717], [-1.3601, 6.1185, 2.1933], [0.7125, -1.4625, 3.9982], [-0.3973, -0.4981, 1.8435], [4.7964, -0.9147, -2.1143], [-2.9820, -3.0439, -1.1525], [1.8773, -3.2785, 4.0025], [1.4108, 3.1246, -4.9869], [-1.9644, -6.6069, 2.5875], [3.8880, -2.2254, -3.8365], [2.2311, -0.9570, -3.4695], [-3.0555, 6.5601, -0.7037], [3.2047, -2.0548, -3.0086], [3.9070, -0.9725, 1.7396], [4.1506, 5.4136, -5.5272], [-4.2316, -4.1941, -1.4798], [4.0630, -1.6556, -1.8124], [3.2664, -1.1379, -0.6184], [-4.8504, 7.1547, 0.9108], [-2.3586, 6.4618, 3.0926], [0.2727, -1.5309, -0.1455], [-6.9167, -3.0197, 0.0737], [-1.6373, 6.1638, 0.8419], [2.4518, 0.0100, -3.0285], [-4.0578, -3.1913, -1.1019], [-2.7735, -6.8360, 1.4869], [1.8110, -3.3619, -1.9366], [-4.5463, 1.4969, 1.0125], [-0.6696, 5.8327, -0.0348], [-5.1831, -1.0612, 1.7953], [-0.0447, 2.4206, 0.1582], [4.5994, -2.5438, -1.4882], [0.7801, -0.8023, -0.7685], [2.8726, 4.8749, -5.5633], [2.1864, -0.8672, -4.5465], [-1.3083, -5.1759, 4.0462], [4.3397, 6.3732, -5.9889], [1.2686, -3.9447, 4.6062], [3.1631, -4.1995, -2.7734], [4.0423, -2.0504, 1.7469], [0.4117, -1.2071, 1.3107], [1.2526, 0.7410, 0.2910], [0.9527, -2.2824, 3.3249], [-4.2395, -1.4536, 1.4195], [3.0409, 2.6278, -0.9842], [2.0554, 5.3901, -6.0498], [-2.7057, 2.8733, 0.7406], [2.6521, 3.6534, -4.9608], [5.1893, 1.3282, -0.4164], [-4.5921, -2.4591, -1.6910], [-4.5533, -3.1847, 0.7239], [1.5158, -1.8040, 2.0401], [-0.4432, 2.9601, -0.6932], [4.2991, 0.8466, 0.2123], [2.5312, 2.3809, -0.0585], [1.2233, -1.2086, -3.1427], [5.1832, 4.7276, -4.9019], [-3.5045, -4.5242, 1.5401], [1.1997, 1.6480, -0.3012], [-4.1719, -5.9768, 0.1145], [1.8320, -3.5424, -3.6711], [-0.9682, 1.2711, 1.7432], [2.3128, 3.3200, 0.4331], [-6.8115, -3.5573, 1.7587], [2.3780, -3.9044, 3.2748], [4.9378, 3.4984, -4.3058], [3.6618, 2.9559, -4.3310], [0.2113, 3.1101, 0.9544], [-2.8775, 6.5347, 0.3631], [6.1778, 5.1516, -4.8787], [-2.5391, 1.8679, 0.3543], [2.0947, 0.2416, 1.9906], [-2.6669, 1.9031, -0.7252], [3.3704, 1.6345, 0.8227], [-3.5469, -1.4459, 2.2603], [-3.5980, 0.9663, 1.0111], [-0.9511, 0.4996, 0.1714]],
  "mulliken_charge": [0.303, 0.313, 0.532, 0.443, -0.529, 0.373, 0.341, 0.448, 0.409, -0.183, 0.538, -0.911, -1.618, 0.374, 0.513, 0.277, 0.804, 0.006, 0.390, -0.530, 0.402, 0.421, -0.499, 1.236, -0.479, 0.396, -0.606, -0.372, -0.338, -0.241, 0.383, -1.160, -0.313, 0.439, -0.699, 0.270, 0.194, -1.491, -0.300, -0.449, 0.499, -0.734, 0.424, 0.775, -1.158, -0.352, 0.428, -1.637, 0.844, 0.381, -0.439, -0.070, 0.336, 0.444, -0.375, -1.069, -0.717, 0.332, 0.551, -0.352, 0.404, -1.343, 0.332, -0.249, -0.529, 0.452, 0.418, 0.360, 0.478, 0.398, 0.400, 0.250, -1.820, 0.419, -0.690, 0.265, 0.435, 0.210, 0.244, -0.569, 0.362, 0.196, 0.745, 0.299, 0.246, -1.206, 0.203, -0.552, 0.709, 2.268, 0.242, 0.442, 0.423, 0.573, 0.363, 0.325, -0.479, -0.034, 0.284, -0.459, 0.378, -0.739, 0.305, 0.442, -0.307, 0.307, -1.347, -1.058]
}

{
  "formula": "C26H24BrIrN6O7P",
  "method": "ωB97M-V with the def2-TZVPD basis set",
  "s2": 0.80,
  "e_homo_ev": [-14.4, -14.7],
  "energy_ha": -4879.39247,
  "largest_force_ha_per_bohr": 0.01934,
  "de_lowest_kcal_mol": 0.0,
  "gap_ev": [6.8, 6.8],
  "charge": 2,
  "spin_multiplicity": 2,
  "symbols": ["H", "H", "H", "H", "H", "O", "C", "C", "C", "O", "H", "C", "N", "Br", "C", "C", "Ir", "C", "O", "H", "C", "H", "C", "C", "H", "H", "C", "C", "C", "H", "C", "H", "C", "H", "H", "C", "O", "N", "H", "N", "C", "P", "C", "H", "H", "N", "H", "C", "H", "C", "C", "H", "C", "C", "O", "H", "H", "O", "C", "N", "H", "C", "O", "H", "N", "C"],
  "positions_angstrom": [[-0.8681, 3.9966, 3.5013], [-2.2760, 5.5712, 0.3155], [1.9730, -4.0066, 1.8028], [-0.8458, 2.2537, -2.9869], [3.6171, 0.0948, -0.1814], [-1.1797, -4.2158, -3.1935], [0.2921, -5.7818, -0.5901], [-0.4565, -3.4092, -0.5466], [-1.4859, 3.6377, -0.0912], [1.6347, -1.6978, 1.9579], [-1.6851, 4.4312, -3.7922], [0.7404, -1.7842, 1.1365], [-1.3676, 3.3312, 1.2602], [-2.9792, -0.0241, -0.6357], [-2.3928, -0.9737, -3.3013], [0.2185, -0.1654, -2.9905], [-0.5432, 0.9593, -0.1310], [-1.1724, 3.0099, -2.2901], [1.8269, -7.6478, 0.5700], [-0.3962, 1.1604, 6.6649], [-2.0604, 5.1795, -1.8060], [-3.4258, -1.2814, -3.3708], [2.0890, 3.0855, -0.6068], [-1.9756, 4.8780, -0.4571], [-2.4410, 6.1382, -2.1308], [0.5564, -0.8996, -4.9600], [-0.7744, 1.9202, 2.9186], [-0.1695, -0.7601, -4.1722], [0.5151, -3.1434, 0.5101], [-0.6412, -0.1968, 2.6133], [-0.5104, 0.3339, 4.6917], [3.3202, 1.6844, 1.7419], [-0.6411, 0.6007, 3.3397], [0.2444, -6.7887, -0.9811], [3.0319, 0.6217, -1.7612], [2.2456, 1.4902, 1.7629], [-1.8535, -6.0815, -2.3294], [-1.2581, -5.0321, -2.2963], [-0.4056, -0.6891, 5.0248], [1.9689, -6.5473, 1.0504], [-1.6445, 4.2330, -2.7306], [1.6703, 1.4640, 0.0655], [1.2715, -4.1788, 0.9993], [2.0513, 0.5238, 2.2304], [1.5601, 3.8647, -0.0562], [-0.6479, 0.0225, -1.9806], [2.2104, -0.6997, -0.8881], [-1.9091, -0.3771, -2.1648], [-0.6273, 3.4996, 5.9010], [-0.4383, -4.7649, -1.1085], [-0.7758, 2.9759, 3.8400], [1.8313, 3.1564, -1.6637], [-1.4859, -1.1798, -4.3283], [-0.5064, 1.3728, 5.6099], [-0.0116, -0.7782, 0.8122], [1.7586, 2.2859, 2.3256], [1.2266, 0.1824, -2.8335], [-1.2885, -2.5832, -0.9179], [1.1409, -5.4629, 0.4729], [-0.9172, 2.1925, 1.5244], [3.1616, 3.2506, -0.4934], [2.7219, 0.2552, -0.7829], [2.7161, -6.2405, 1.9510], [-1.8030, -1.6678, -5.2399], [-1.0970, 2.7091, -0.9860], [-0.6376, 2.6927, 5.1816]],
  "lowdin_spin": [0.000, 0.000, -0.004, 0.000, 0.000, 0.022, -0.022, 0.052, 0.000, 0.034, 0.000, 0.016, 0.000, 0.000, 0.001, 0.000, 0.000, 0.000, 0.027, 0.000, 0.000, 0.000, 0.000, 0.000, 0.000, 0.000, 0.000, 0.001, 0.161, 0.000, 0.000, 0.000, 0.000, -0.004, 0.000, 0.000, 0.012, 0.007, 0.000, 0.018, 0.000, 0.000, -0.023, 0.000, 0.000, 0.003, 0.000, 0.000, 0.000, 0.162, 0.000, 0.000, 0.000, 0.000, -0.001, 0.000, 0.000, 0.280, 0.233, 0.000, 0.000, 0.000, 0.026, 0.000, 0.000, 0.000]
}

Question: Which formula does entry 1 have?
Answer: C40H60F2N2O3Si